{"formula": "C4H10O", "method": "ωB97M-V with the def2-TZVPD basis set", "species": ["C", "C", "O", "C", "C", "H", "H", "H", "H", "H", "H", "H", "H", "H", "H"], "positions_angstrom": [[1.975552, 0.819002, 0.161473], [0.975719, -0.176951, -0.130252], [-0.040171, 0.174434, -0.931328], [-1.293791, -0.475833, -0.695453], [-2.060639, 0.213078, 0.418476], [2.630293, -0.387560, 0.650667], [1.569160, 1.826293, 0.353613], [2.866574, 0.887608, -0.453832], [2.387372, -1.141439, 0.044822], [0.700714, -0.943372, 0.587787], [-1.111144, -1.533417, -0.462908], [-1.833454, -0.424024, -1.643967], [-3.032709, -0.268649, 0.567771], [-2.227910, 1.265568, 0.171310], [-1.505563, 0.165266, 1.361815]], "forces_ev_per_angstrom": [[-0.072, 0.062, -0.179], [0.033, 0.074, 0.218], [0.121, 0.037, -0.046], [-0.191, -0.119, 0.011], [-0.016, 0.027, 0.033], [-0.027, -0.075, -0.062], [0.029, -0.133, -0.002], [-0.104, -0.085, 0.125], [-0.006, 0.080, 0.033], [0.106, 0.081, -0.100], [-0.016, 0.146, -0.025], [0.059, -0.005, 0.131], [0.142, 0.056, -0.026], [0.016, -0.143, 0.026], [-0.076, -0.003, -0.135]], "spin_multiplicity": 1, "e_tot_ev": -6352.4238, "e_homo_ha": -0.3085, "e_above_lowest_ev": 5.3792}